This record from the Open Molecules 2025 dataset describes a molecular structure, C9H14Cl2O8Rb. The level of theory is ωB97M-V/def2-TZVPD.

```
! RIJCOSX wB97M-V def2-TZVPD def2/J DEFGRID3
* xyz -1 1
Rb 0.02867 0.68143 -1.19958
O 1.48134 0.91236 3.48374
C 1.40198 1.48425 2.26320
O 2.16361 1.22885 1.37265
C 0.27763 2.50326 2.20284
O -0.20347 2.53443 0.90733
C -1.06233 3.63587 0.59590
C -1.48283 3.69096 -0.91447
O -2.60127 4.18823 -1.09149
O -0.63888 3.28399 -1.73973
H 2.22192 0.28386 3.44132
H 0.69898 3.47454 2.50922
H -0.49032 2.23953 2.94193
H -0.52524 4.56721 0.81748
H -1.96236 3.56998 1.21359
C -0.84221 -3.97881 0.80706
C -1.27313 -2.63813 0.23009
C -2.74115 -2.65850 -0.15390
O -1.04466 -1.57853 1.18287
C -0.33720 -2.23925 -0.95742
O 0.88647 -2.24172 -0.71936
O -0.90871 -1.80973 -1.98788
H -1.43362 -4.23030 1.69535
H 0.21536 -3.94552 1.06191
H -0.99922 -4.76901 0.07045
H -3.34962 -2.93688 0.71480
H -2.92979 -3.38038 -0.94832
H -3.05595 -1.68118 -0.51324
H -1.51301 -1.81073 1.99377
Cl 2.80668 0.41342 -2.66830
C 4.04871 0.19084 -3.89602
Cl 4.64393 1.72290 -4.55787
H 3.63040 -0.38445 -4.71347
H 4.88929 -0.32276 -3.44447
*
```

Calculated values
M: 406.6 u
F_max: 0.50 eV/A
E_HOMO: -5.45 eV
LUMO: 2.2402 eV
Energy above the lowest of the compared OMol25 structures with the same formula, charge and spin: 20.1 kcal/mol

***

This record from the Open Molecules 2025 dataset describes 6 unconnected molecules or ions with the total composition C12H24Br12 at a distorted geometry. The level of theory is ωB97M-V/def2-TZVPD.

```
! RIJCOSX wB97M-V def2-TZVPD def2/J DEFGRID3
* xyz 0 1
Br 2.68341 -2.28872 -5.20790
C 0.72214 -2.04733 -5.29051
C 0.31580 -1.01893 -6.32614
Br -1.69602 -0.83461 -6.26914
H 0.47035 -1.73951 -4.27565
H 0.14201 -2.96380 -5.39838
H 0.50650 -1.22170 -7.38000
H 0.55162 0.02782 -6.13428
Br 2.63160 1.18908 0.69547
C 3.41400 1.54056 2.48931
C 4.66065 0.53583 2.69095
Br 5.19371 0.87500 4.53680
H 2.67356 1.35972 3.26851
H 3.75741 2.56774 2.61201
H 5.55220 0.72971 2.09460
H 4.35953 -0.50723 2.59370
Br 0.26942 -0.77656 -1.57938
C -1.10809 0.54496 -0.92288
C -0.50102 1.87504 -0.46178
Br -2.01182 3.27494 -0.23891
H -1.61981 0.06413 -0.08919
H -1.82654 0.82134 -1.69459
H 0.16885 2.29341 -1.21301
H 0.13305 1.88459 0.42476
Br -3.09744 3.24108 4.02961
C -1.43151 4.14817 3.39194
C -0.22417 3.30650 3.13637
Br 1.25778 4.45291 2.39640
H -1.12797 4.96699 4.04424
H -1.71004 4.65412 2.46752
H -0.58051 2.60255 2.38432
H 0.12790 2.74655 4.00274
Br -3.66663 -1.26703 -3.27741
C -3.38450 -3.07973 -2.47266
C -2.84414 -2.82279 -1.05253
Br -2.36714 -4.60546 -0.19929
H -2.57819 -3.51079 -3.06608
H -4.31844 -3.63984 -2.42626
H -3.55988 -2.28983 -0.42662
H -1.90880 -2.28856 -1.21940
Br -0.98210 -0.13764 3.75154
C 0.24824 -1.58809 3.18024
C 0.26211 -1.62144 1.64259
Br 1.36087 -3.12156 1.06680
H -0.20389 -2.46648 3.64078
H 1.28506 -1.37638 3.44154
H 0.76392 -0.70567 1.33012
H -0.76293 -1.78312 1.30904
*
```

Calculated values
M: 1127.2 u
SMILES string: BrCCBr.BrCCBr.BrCCBr.BrCCBr.BrCCBr.BrCCBr
F_max: 2.37 eV/A
E_HOMO: -10.06 eV
LUMO: -0.0456 eV
Energy above the lowest of the compared OMol25 structures with the same formula, charge and spin: 31.1 kcal/mol

***

Question: Among the records above, which one has the lowest LUMO?
Answer: C12H24Br12

***

Question: Which of these has the lowest energy above the lowest of the compared OMol25 structures with the same formula, charge and spin?
Answer: C9H14Cl2O8Rb